Molecular formula: C28H61F3N4O7
Method: DFT, ωB97M-V with the def2-TZVPD basis set

Each line ends with the Löwdin charge.
Positions of all 103 atoms, in Å:
C (4.35323, 0.31616, 3.01272)  -0.046
C (4.45801, -1.10205, 2.50972)  -0.335
C (5.59189, -1.37666, 1.56362)  -0.065
C (3.58210, -2.07056, 2.82912)  -0.085
C (2.82853, -2.15631, 4.12945)  -0.200
C (2.23241, -3.54453, 4.39393)  -0.179
C (1.13190, -3.95136, 3.37857)  -0.373
C (-0.06541, -4.58522, 4.11412)  -0.057
C (1.70343, -4.97248, 2.38780)  -0.169
C (0.84693, -5.21378, 1.12427)  -0.125
C (0.10915, -3.99860, 0.66973)  -0.348
N (0.81902, -2.96332, 0.21689)  0.125
N (0.17257, -1.87819, -0.12956)  0.122
C (-1.15677, -1.88520, -0.01197)  -0.340
C (-1.91880, -0.64018, -0.33606)  -0.087
C (-2.21211, 0.19011, 0.93080)  -0.168
O (-3.54502, 0.67974, 0.95353)  -0.124
C (-4.39614, 0.12349, 1.91521)  -0.095
C (-5.29784, -0.97613, 1.35023)  -0.595
F (-5.49800, -0.82344, 0.03062)  0.143
F (-6.50102, -0.95841, 1.94728)  0.136
F (-4.77227, -2.20033, 1.52825)  0.130
N (-1.86693, -2.93312, 0.39598)  0.120
N (-1.22220, -4.01748, 0.75143)  0.124
H (3.31916, 0.52665, 3.27239)  0.075
H (4.64107, 0.93759, 2.16751)  0.049
H (5.03728, 0.53138, 3.83696)  0.084
H (5.55234, -0.69914, 0.70883)  0.050
H (5.53736, -2.38482, 1.16223)  0.074
H (6.54124, -1.21322, 2.07303)  0.088
H (3.39959, -2.82346, 2.07131)  0.088
H (3.46358, -1.84635, 4.95713)  0.113
H (1.97415, -1.46034, 4.12709)  0.111
H (1.79870, -3.51033, 5.39276)  0.103
H (3.03107, -4.28787, 4.37110)  0.117
H (0.83217, -3.02720, 2.88287)  0.114
H (-0.83596, -3.84115, 4.31179)  0.077
H (0.25845, -5.03055, 5.05086)  0.075
H (-0.52613, -5.35721, 3.49841)  0.070
H (2.72541, -4.74099, 2.10338)  0.096
H (1.75638, -5.92600, 2.91842)  0.120
H (1.52186, -5.48202, 0.30918)  0.116
H (0.15098, -6.04050, 1.22787)  0.111
H (-1.37761, -0.05329, -1.07265)  0.117
H (-2.86867, -0.93526, -0.77747)  0.117
H (-1.54094, 1.04768, 0.95288)  0.127
H (-1.99782, -0.41846, 1.81155)  0.121
H (-3.85750, -0.27258, 2.77618)  0.140
H (-5.06523, 0.90724, 2.27217)  0.135
C (4.19293, 3.68191, -1.09236)  -0.090
C (4.52976, 2.87657, 0.14744)  -0.324
O (5.39329, 1.78321, -0.16284)  -0.094
H (3.71538, 3.04522, -1.83741)  0.077
H (3.52242, 4.50950, -0.86145)  0.071
H (5.09965, 4.09429, -1.54191)  0.072
H (3.63093, 2.44822, 0.58832)  0.109
H (5.00820, 3.51261, 0.90060)  0.111
H (6.19787, 2.15196, -0.54073)  0.083
C (-5.42015, 4.69819, 1.37189)  -0.081
C (-4.37186, 4.27886, 0.35818)  -0.323
O (-3.13497, 3.93981, 0.97856)  -0.082
H (-5.06704, 5.55283, 1.94917)  0.078
H (-6.35660, 4.96918, 0.88215)  0.073
H (-5.62450, 3.88567, 2.07411)  0.067
H (-4.16378, 5.10091, -0.32439)  0.089
H (-4.72529, 3.42396, -0.22958)  0.111
H (-3.31744, 3.20023, 1.56813)  0.061
C (-2.77640, -5.74820, -3.48798)  -0.094
C (-2.40000, -6.20405, -2.09052)  -0.322
O (-1.26231, -7.06584, -2.10056)  -0.088
H (-2.98175, -6.60896, -4.12498)  0.074
H (-3.65959, -5.10820, -3.46770)  0.073
H (-1.95724, -5.18695, -3.94460)  0.071
H (-3.20934, -6.77574, -1.64027)  0.113
H (-2.19511, -5.34075, -1.44994)  0.083
H (-0.52569, -6.57824, -2.48211)  0.075
C (-1.54912, 6.61380, -2.56678)  -0.090
C (-0.55960, 5.48517, -2.77279)  -0.321
O (0.44518, 5.81035, -3.73060)  -0.084
H (-2.03185, 6.87494, -3.50918)  0.070
H (-2.31654, 6.33015, -1.84672)  0.059
H (-1.04574, 7.51017, -2.19695)  0.077
H (-1.06055, 4.59717, -3.15632)  0.110
H (-0.08983, 5.22223, -1.81911)  0.108
H (0.91740, 6.58614, -3.41259)  0.077
C (5.97185, -1.95193, -3.84846)  -0.094
C (5.61473, -1.26933, -2.54082)  -0.321
O (6.49639, -1.63164, -1.48331)  -0.090
H (5.95845, -3.03544, -3.72667)  0.074
H (5.26990, -1.67947, -4.63788)  0.073
H (6.97621, -1.66724, -4.17165)  0.070
H (4.61972, -1.56541, -2.21119)  0.115
H (5.61737, -0.18111, -2.66552)  0.103
H (7.38833, -1.36856, -1.73058)  0.083
C (-4.90489, 5.06967, -3.30096)  -0.090
C (-5.86225, 6.23195, -3.11898)  -0.316
O (-5.18312, 7.48084, -3.02904)  -0.084
H (-4.19441, 5.03339, -2.47792)  0.037
H (-5.44279, 4.12138, -3.34320)  0.078
H (-4.33118, 5.18001, -4.22453)  0.077
H (-6.42150, 6.12908, -2.18953)  0.107
H (-6.58146, 6.26460, -3.94444)  0.109
H (-4.68970, 7.61094, -3.84494)  0.076

Molar mass: 622.81 g mol⁻¹
LUMO level: -0.69 eV
Frontier orbital gap: 7.21 eV
Charge: 0
SMILES: CC(C)=CCC[C@H](C)CCc1nnc(CCOCC(F)(F)F)nn1.CCO.CCO.CCO.CCO.CCO.CCO
Strongest force on any atom: 1.27 eV Å⁻¹

Molecular formula: C28H61FN5O10PS
Method: DFT, ωB97M-V with the def2-TZVPD basis set

Each line ends with the Löwdin charge.
Positions of all 107 atoms, in Å:
C (-6.31198, -3.74857, 7.94411)  -0.100
C (-5.24920, -4.44347, 6.99464)  -0.200
C (-3.87468, -3.81978, 7.34575)  -0.208
O (-2.75389, -4.40007, 6.67998)  -0.106
C (-2.81885, -4.23600, 5.29927)  -0.299
C (-2.77623, -2.75688, 4.80173)  -0.341
O (-4.04166, -2.10832, 4.84015)  -0.026
C (-2.18924, -2.57532, 3.34474)  -0.338
P (-0.76342, -1.35089, 3.53601)  0.988
C (-0.05792, -0.86136, 1.88454)  -0.293
C (-1.62636, 0.22875, 4.12065)  -0.380
C (-2.78770, 0.65472, 3.12469)  -0.145
C (-1.82960, -3.91663, 2.62911)  -0.343
C (-1.40819, -3.80930, 1.12574)  -0.079
C (-2.34700, -2.93413, 0.23516)  -0.333
C (-3.55968, -3.79349, -0.22465)  -0.025
F (-1.61050, -2.64011, -0.94369)  -0.066
O (-0.69127, -4.47172, 3.35692)  -0.215
S (-1.38487, -5.24863, 4.64488)  0.786
O (-0.36459, -5.42183, 5.70522)  -0.286
O (-1.87982, -6.59103, 4.24044)  -0.303
H (-6.57905, -4.37647, 8.81135)  0.071
H (-5.83155, -2.82590, 8.34145)  0.068
H (-7.21903, -3.42836, 7.40705)  0.068
H (-5.56757, -4.18671, 5.96469)  0.099
H (-5.31460, -5.52452, 7.20179)  0.116
H (-3.70188, -3.99197, 8.42877)  0.141
H (-3.89234, -2.71474, 7.23128)  0.117
H (-3.71520, -4.70472, 4.83424)  0.149
H (-2.10571, -2.21427, 5.50824)  0.132
H (-3.94786, -1.27523, 5.29737)  0.085
H (-2.98643, -2.08293, 2.74829)  0.108
H (-0.83797, -0.68171, 1.11252)  0.027
H (0.54418, 0.05998, 2.03845)  0.049
H (0.66154, -1.61179, 1.50048)  0.026
H (-0.86685, 1.04274, 4.05671)  0.046
H (-1.97917, 0.15071, 5.16573)  0.062
H (-2.87420, 1.75513, 3.21325)  0.060
H (-2.49204, 0.39639, 2.09442)  0.051
H (-3.76382, 0.21566, 3.39813)  0.056
H (-2.64741, -4.67164, 2.66754)  0.139
H (-1.47276, -4.83958, 0.71492)  0.132
H (-0.35760, -3.49612, 1.00949)  0.109
H (-2.61833, -1.95839, 0.66297)  0.117
H (-3.64025, -4.72948, 0.36228)  0.080
H (-3.42864, -4.08961, -1.28473)  0.091
H (-4.49377, -3.20259, -0.18080)  0.080
C (-0.34950, 6.28563, 3.99738)  -0.068
N (-0.19561, 4.85366, 3.82546)  0.010
C (-0.53755, 4.09077, 2.75620)  -0.540
C (-1.16175, 4.77767, 1.57137)  -0.004
O (-0.33514, 2.88345, 2.77578)  0.008
H (0.63714, 6.71879, 4.17202)  0.085
H (-0.97590, 6.46009, 4.87419)  0.084
H (-0.80168, 6.75892, 3.13165)  0.075
H (0.21620, 4.32538, 4.57806)  0.132
H (-1.37566, 4.03804, 0.80408)  0.085
H (-2.09788, 5.25747, 1.86169)  0.086
H (-0.47512, 5.51721, 1.15743)  0.089
C (1.69513, -1.71474, -1.66557)  -0.075
N (1.55571, -0.27259, -1.60902)  0.011
C (2.20972, 0.67043, -2.33814)  -0.555
C (3.22181, 0.19888, -3.34891)  -0.008
O (1.96899, 1.85593, -2.16353)  0.024
H (0.72225, -2.14126, -1.91599)  0.071
H (1.99866, -2.07523, -0.67981)  0.076
H (2.42803, -2.02548, -2.40387)  0.074
H (0.89397, 0.11205, -0.95276)  0.126
H (3.65720, 1.06063, -3.84831)  0.075
H (4.02209, -0.35312, -2.85396)  0.087
H (2.73922, -0.42955, -4.09956)  0.085
C (3.48855, 3.44799, 6.58719)  -0.075
N (3.35550, 4.89132, 6.65265)  -0.002
C (4.02937, 5.83544, 5.94039)  -0.561
C (5.05657, 5.36973, 4.94243)  -0.011
O (3.79008, 7.01893, 6.12288)  0.024
H (2.51948, 3.02273, 6.31797)  0.077
H (3.77136, 3.08514, 7.57716)  0.083
H (4.23327, 3.13561, 5.86219)  0.075
H (2.68694, 5.27958, 7.29880)  0.136
H (5.50163, 6.23660, 4.46134)  0.083
H (5.84630, 4.80892, 5.44477)  0.085
H (4.58758, 4.75065, 4.17583)  0.085
C (3.08782, 0.17236, -9.16115)  -0.084
N (4.29114, 0.23522, -8.34934)  0.004
C (4.58143, 1.09417, -7.33641)  -0.561
C (3.54858, 2.12967, -6.97732)  -0.015
O (5.65023, 1.01154, -6.74917)  0.020
H (2.63626, -0.81428, -9.04580)  0.087
H (3.36420, 0.31324, -10.20669)  0.063
H (2.36636, 0.93079, -8.87807)  0.074
H (5.02656, -0.42824, -8.53284)  0.136
H (3.92143, 2.73663, -6.15616)  0.082
H (3.35445, 2.78291, -7.82940)  0.085
H (2.62462, 1.64482, -6.65804)  0.083
C (2.72034, -0.02028, -14.38727)  -0.075
N (2.23697, -0.08256, -13.02092)  0.005
C (1.11018, 0.47218, -12.49856)  -0.548
C (0.22173, 1.25999, -13.42461)  -0.010
O (0.84559, 0.32408, -11.31497)  0.028
H (2.80336, -1.03591, -14.77896)  0.084
H (3.71037, 0.43975, -14.39099)  0.084
H (2.05651, 0.55532, -15.02447)  0.073
H (2.78113, -0.59502, -12.34576)  0.128
H (-0.63015, 1.63587, -12.86417)  0.084
H (0.76570, 2.10983, -13.83996)  0.086
H (-0.14684, 0.62249, -14.22973)  0.085

Molar mass: 709.86 g mol⁻¹
LUMO level: 0.37 eV
Frontier orbital gap: 8.54 eV
Charge: 0
SMILES: CCCO[C@H]1[C@H](O)[C@@H](P(C)CC)[C@@H](C[C@H](C)F)OS1(=O)=O.CNC(C)=O.CNC(C)=O.CNC(C)=O.CNC(C)=O.CNC(C)=O
Strongest force on any atom: 6.22 eV Å⁻¹

Molecular formula: C28H62Br2N6O12
Method: DFT, ωB97M-V with the def2-TZVPD basis set

Each line ends with the Löwdin charge.
Positions of all 110 atoms, in Å:
C (3.92516, 15.64673, 10.92068)  -0.053
C (2.90946, 16.79402, 10.90421)  -0.193
O (1.97652, 16.64897, 9.81637)  0.048
C (2.37277, 17.20846, 8.68580)  -0.606
O (3.32717, 17.91961, 8.52180)  0.114
O (1.53334, 16.81937, 7.73039)  0.028
C (1.82329, 17.14778, 6.40588)  -0.065
H (3.44022, 14.72670, 11.24012)  0.076
H (4.80524, 15.84991, 11.52625)  0.079
H (4.28990, 15.48807, 9.90244)  0.079
H (3.38615, 17.76810, 10.89989)  0.118
H (2.27177, 16.66726, 11.77518)  0.121
H (2.85816, 17.02709, 6.07252)  0.099
H (1.59140, 18.19918, 6.20456)  0.077
H (1.22542, 16.57650, 5.69713)  0.089
C (2.93355, 24.74704, 3.91167)  -0.041
C (1.44589, 24.92794, 3.60014)  -0.180
O (0.86171, 25.83493, 4.52659)  0.049
C (-0.41156, 26.10092, 4.39630)  -0.610
O (-1.11529, 25.79331, 3.46425)  0.108
O (-0.82487, 26.79287, 5.45906)  0.003
C (-2.18983, 27.16646, 5.53707)  -0.037
H (3.28065, 25.39706, 4.71693)  0.076
H (3.60976, 24.94760, 3.08362)  0.069
H (3.08019, 23.72548, 4.24983)  0.025
H (0.97543, 23.94441, 3.57102)  0.097
H (1.32271, 25.34987, 2.60003)  0.128
H (-2.53487, 27.02023, 6.55438)  0.094
H (-2.74830, 26.58396, 4.80228)  0.088
H (-2.33091, 28.20810, 5.24511)  0.096
C (-2.37658, 23.27001, 1.49174)  -0.047
N (-1.20120, 22.56720, 1.97552)  -0.168
C (-0.18085, 22.17268, 1.03885)  -0.041
C (-1.00154, 22.35061, 3.29209)  -0.334
O (-0.06414, 21.70355, 3.73548)  -0.029
H (-3.04105, 22.51918, 1.05514)  0.090
H (-2.10748, 24.01812, 0.74877)  0.091
H (-2.98004, 23.76238, 2.25185)  0.086
H (-0.61238, 21.51135, 0.27819)  0.098
H (0.16091, 23.01528, 0.42548)  0.078
H (0.70401, 21.72153, 1.45828)  0.042
H (-1.78690, 22.77864, 3.92709)  0.143
C (2.80432, 21.51042, -1.89230)  -0.069
N (3.05322, 22.53745, -0.92323)  -0.190
C (2.58057, 23.86773, -1.24964)  -0.042
C (3.68363, 22.30094, 0.25432)  -0.362
O (3.77633, 23.10752, 1.15592)  0.004
H (3.40667, 21.62691, -2.79791)  0.091
H (1.75813, 21.48674, -2.21371)  0.090
H (2.97608, 20.50468, -1.50426)  0.082
H (2.91063, 24.20830, -2.22836)  0.093
H (1.48379, 23.86956, -1.22831)  0.076
H (2.84306, 24.54547, -0.44036)  0.085
H (4.08738, 21.28179, 0.32030)  0.091
C (5.56454, 17.60568, 2.55139)  -0.093
N (6.88094, 17.93675, 2.05861)  -0.184
C (6.86195, 18.45959, 0.68518)  -0.026
C (8.00466, 17.78929, 2.78250)  -0.341
O (9.12543, 18.00622, 2.34940)  -0.004
H (5.52300, 17.01808, 3.46996)  0.087
H (5.02045, 17.03547, 1.79699)  0.081
H (4.98239, 18.49905, 2.79829)  0.024
H (6.28989, 19.38510, 0.81716)  0.081
H (7.85477, 18.74556, 0.35528)  0.083
H (6.37230, 17.77895, -0.00556)  0.086
H (7.83122, 17.46749, 3.81880)  0.119
C (-0.74933, 18.11194, 3.11434)  -0.086
N (-2.03726, 17.50641, 3.38255)  -0.191
C (-2.13385, 16.07838, 3.24618)  -0.046
C (-3.09629, 18.33264, 3.55274)  -0.333
O (-4.25890, 17.97317, 3.56185)  0.009
H (-0.51335, 17.94219, 2.05161)  0.080
H (0.10944, 17.55402, 3.51271)  0.069
H (-0.64068, 19.15375, 3.40174)  0.064
H (-1.68616, 15.69191, 2.32827)  0.091
H (-1.64172, 15.57608, 4.08196)  0.090
H (-3.19300, 15.82587, 3.24901)  0.087
H (-2.81850, 19.39506, 3.61413)  0.130
C (5.90957, 20.61354, 8.07002)  -0.082
N (6.20472, 19.86302, 6.87178)  -0.190
C (6.88711, 20.62014, 5.84927)  -0.049
C (6.21410, 18.51961, 6.84719)  -0.331
O (6.63367, 17.81519, 5.94227)  -0.011
H (5.32492, 21.47770, 7.74134)  0.030
H (6.77696, 21.00946, 8.60363)  0.095
H (5.27131, 20.09116, 8.78123)  0.088
H (7.73788, 21.16436, 6.26836)  0.095
H (7.19279, 20.01798, 4.99873)  0.080
H (6.24661, 21.40726, 5.43327)  0.071
H (5.75484, 18.08401, 7.74890)  0.125
C (1.79491, 24.69311, 7.53442)  -0.062
N (2.22801, 24.62755, 8.92086)  -0.187
C (1.66462, 25.64369, 9.77990)  -0.047
C (3.11716, 23.70557, 9.32797)  -0.343
O (3.64751, 23.70315, 10.42253)  0.011
H (2.02371, 23.73058, 7.06573)  0.023
H (2.31198, 25.47551, 6.98039)  0.086
H (0.71962, 24.79974, 7.38717)  0.088
H (1.97033, 25.43540, 10.80756)  0.085
H (2.12335, 26.62955, 9.64305)  0.093
H (0.58803, 25.69840, 9.65016)  0.087
H (3.32020, 22.96900, 8.53511)  0.095
Br (2.49501, 19.32098, 1.86157)  0.701
C (2.56972, 19.61524, 3.83430)  -0.625
C (2.93468, 21.05627, 4.05677)  -0.670
Br (3.11743, 21.32753, 5.97811)  0.787
H (3.28352, 18.87547, 4.18799)  0.041
H (1.60558, 19.29812, 4.22105)  0.022
H (2.22718, 21.73551, 3.59483)  0.021
H (3.92489, 21.14945, 3.61346)  0.058

Molar mass: 834.64 g mol⁻¹
LUMO level: 0.09 eV
Energy above the lowest of the compared OMol25 structures with the same formula, charge and spin: 0.0 kJ/mol
Frontier orbital gap: 9.05 eV
Charge: 0
SMILES: CCOC(=O)OC.CCOC(=O)OC.CN(C)C=O.CN(C)C=O.CN(C)C=O.CN(C)C=O.CN(C)C=O.CN(C)C=O.BrCCBr
Strongest force on any atom: 2.11 eV Å⁻¹

> Look up the strongest force on any atom of the first one.

1.27 eV Å⁻¹

> What is the strongest force on any atom in the first record?

1.27 eV Å⁻¹

> Which of these has the highest molar mass?

C28H62Br2N6O12

> Look up the frontier orbital gap of the third one.

9.05 eV